# 1
Molecular formula: C37H98FeO13
Method: DFT, ωB97M-V/def2-TZVPD

Element x y z (Å)
Fe -1.475 0.903 -2.391
C -3.126 3.548 0.360
C -3.079 3.455 -1.155
O -2.319 2.385 -1.613
H -3.690 2.803 0.935
H -3.606 4.477 0.696
H -2.139 3.558 0.833
H -2.631 4.408 -1.477
H -4.110 3.439 -1.534
C -0.087 1.292 1.143
C 0.180 0.093 0.261
O -0.606 0.119 -0.875
H -1.134 1.462 1.401
H 0.238 2.227 0.678
H 0.456 1.215 2.091
H -0.104 -0.820 0.809
H 1.253 0.026 0.032
C -6.240 -0.732 2.803
C -5.040 -0.530 3.692
C -4.207 0.707 3.393
O -5.458 -0.638 5.066
H -6.893 0.145 2.846
H -6.862 -1.575 3.114
H -6.028 -0.976 1.760
H -4.375 -1.406 3.579
H -3.451 0.813 4.173
H -4.812 1.602 3.246
H -3.656 0.569 2.453
H -4.652 -0.678 5.591
C 0.696 4.140 -2.436
C 0.273 3.135 -3.492
C 1.133 3.120 -4.740
O 0.316 1.827 -2.837
H 0.026 4.078 -1.585
H 0.731 5.153 -2.844
H 1.729 3.934 -2.134
H -0.763 3.356 -3.763
H 0.913 4.004 -5.335
H 0.969 2.191 -5.283
H 2.187 3.163 -4.456
H 1.224 1.709 -2.464
C -4.929 -0.725 -3.678
C -4.459 0.079 -2.479
C -5.283 -0.080 -1.222
O -3.105 -0.360 -2.108
H -5.818 -0.274 -4.124
H -5.248 -1.729 -3.388
H -4.151 -0.746 -4.441
H -4.419 1.141 -2.725
H -5.230 -1.094 -0.827
H -6.332 0.143 -1.441
H -4.960 0.622 -0.454
H -3.206 -1.297 -1.823
C 4.702 1.235 -3.560
C 3.672 0.363 -2.853
C 4.330 -0.755 -2.071
O 2.903 1.260 -2.020
H 4.186 2.024 -4.115
H 5.243 0.684 -4.335
H 5.402 1.738 -2.897
H 3.000 -0.059 -3.602
H 3.622 -1.419 -1.562
H 5.018 -0.406 -1.300
H 4.832 -1.386 -2.810
H 3.475 1.705 -1.361
C 1.231 -4.344 -0.114
C 1.113 -5.524 0.814
C 1.660 -6.799 0.159
O 2.023 -5.258 1.941
H 0.585 -4.462 -0.989
H 2.253 -4.205 -0.467
H 0.894 -3.436 0.386
H 0.130 -5.617 1.282
H 2.687 -6.581 -0.134
H 1.057 -7.086 -0.701
H 1.740 -7.589 0.908
H 2.101 -6.095 2.412
C -0.476 8.114 0.587
C -0.127 6.989 1.544
C 0.327 5.744 0.802
O 0.999 7.452 2.314
H 0.353 8.335 -0.095
H -0.579 9.043 1.149
H -1.340 7.891 -0.037
H -0.991 6.781 2.183
H 0.587 4.905 1.452
H 1.181 5.982 0.165
H -0.461 5.362 0.140
H 0.957 7.157 3.226
C -1.417 -2.934 -4.130
C -0.609 -2.102 -3.155
C 0.861 -2.501 -3.142
O -0.663 -0.696 -3.536
H -2.475 -2.673 -4.096
H -1.349 -4.007 -3.948
H -1.035 -2.795 -5.149
H -0.993 -2.277 -2.151
H 1.452 -1.798 -2.555
H 1.299 -2.591 -4.141
H 0.980 -3.479 -2.666
H -0.458 -0.669 -4.481
C -2.834 -5.068 -0.397
C -3.597 -3.777 -0.247
C -3.067 -2.868 0.840
O -3.540 -3.079 -1.524
H -3.307 -5.724 -1.135
H -2.836 -5.672 0.517
H -1.778 -4.982 -0.664
H -4.645 -4.005 -0.029
H -3.813 -2.158 1.206
H -2.236 -2.238 0.500
H -2.701 -3.440 1.692
H -4.057 -3.576 -2.168
C 3.887 -1.541 1.736
C 4.601 -2.763 1.192
C 6.099 -2.571 0.940
O 4.439 -3.939 1.984
H 4.451 -1.048 2.525
H 2.894 -1.860 2.063
H 3.668 -0.863 0.905
H 4.248 -3.075 0.191
H 6.179 -1.751 0.220
H 6.517 -3.455 0.466
H 6.603 -2.328 1.875
H 3.491 -4.172 1.935
C -0.865 -2.071 3.917
C 0.148 -1.758 4.990
C 0.631 -0.317 5.008
O -0.485 -2.085 6.234
H -1.596 -1.255 3.877
H -1.438 -2.952 4.203
H -0.369 -2.177 2.957
H 1.014 -2.426 4.896
H -0.234 0.325 5.240
H 1.027 0.040 4.060
H 1.300 -0.120 5.848
H 0.108 -1.911 6.971
C 3.124 2.453 1.054
C 4.484 3.092 0.784
C 5.526 2.444 1.690
O 4.815 2.836 -0.610
H 2.778 2.733 2.048
H 3.114 1.374 0.901
H 2.377 2.857 0.359
H 4.337 4.171 0.899
H 5.599 1.388 1.435
H 5.249 2.543 2.739
H 6.493 2.937 1.557
H 5.672 3.231 -0.804

## Properties
- DFT total energy: -100957.544 eV
- E_HOMO (spin up / spin down): -0.4185 / -0.4184 Eh
- LUMO energy (spin up / spin down): -2.24 / -3.42 eV
- Total charge: +1
- HOMO-LUMO gap (spin up / spin down): 9.2 / 8.0 eV
- Spin multiplicity: 6
- ⟨S²⟩: 8.765

Mulliken population analysis, charges in e, atoms 1 to 6: number 1, Fe, carries 0.62; number 2, C, carries -0.84; number 3, C, carries -0.41; number 4, O, carries -0.72; number 5, H, carries 0.13; number 6, H, carries 0.45



# 2
Molecular formula: C38H104N8O10
Method: DFT, ωB97M-V/def2-TZVPD

Element x y z (Å)
C 1.117 4.000 6.044
C -0.321 3.549 6.427
C -1.222 2.844 5.411
O -0.447 2.151 4.437
C -1.182 1.662 3.266
N -0.175 2.700 7.626
H 1.123 4.687 5.198
H 1.656 3.084 5.800
H 1.607 4.476 6.893
H -0.955 4.349 6.811
H -1.873 3.594 4.963
H -1.896 2.127 5.879
H -0.501 1.120 2.609
H -1.598 2.446 2.633
H -1.970 0.948 3.505
H 0.477 1.954 7.434
H 0.311 3.213 8.348
C -4.603 -1.457 -3.337
C -3.885 -0.378 -4.204
C -2.895 -1.000 -5.125
O -1.913 -1.554 -4.358
C -0.804 -2.150 -4.969
N -4.994 0.229 -4.964
H -5.050 -2.178 -4.021
H -5.442 -1.074 -2.756
H -3.973 -1.961 -2.603
H -3.460 0.373 -3.539
H -2.488 -0.248 -5.800
H -3.311 -1.786 -5.755
H -1.208 -2.840 -5.710
H -0.298 -2.762 -4.223
H -0.087 -1.457 -5.408
H -5.356 -0.578 -5.451
H -4.629 0.843 -5.678
C -0.879 -4.791 -2.447
C -2.021 -4.185 -1.587
C -3.258 -5.012 -1.440
O -4.254 -4.506 -0.505
C -5.182 -5.514 -0.046
N -1.485 -3.865 -0.277
H -0.725 -5.840 -2.193
H 0.072 -4.281 -2.292
H -1.129 -4.629 -3.495
H -2.180 -3.195 -2.015
H -2.905 -5.998 -1.140
H -3.761 -5.255 -2.377
H -4.823 -6.144 0.767
H -5.684 -6.013 -0.876
H -5.948 -4.981 0.518
H -2.289 -3.532 0.235
H -0.823 -3.102 -0.288
C 4.303 -4.539 1.003
C 3.262 -3.577 0.413
C 2.861 -3.831 -1.046
O 4.073 -3.617 -1.886
C 3.813 -3.839 -3.258
N 2.104 -3.456 1.292
H 4.847 -4.051 1.812
H 5.152 -4.886 0.413
H 3.860 -5.424 1.459
H 3.685 -2.574 0.348
H 2.025 -3.180 -1.300
H 2.503 -4.847 -1.214
H 3.576 -4.885 -3.452
H 4.740 -3.570 -3.765
H 2.981 -3.212 -3.578
H 1.550 -2.707 0.902
H 2.340 -3.049 2.186
C -0.508 4.256 0.256
C -0.892 5.357 -0.733
C -2.026 6.348 -0.167
O -3.227 5.624 -0.003
C -4.231 6.440 0.590
N 0.394 6.084 -0.940
H -1.370 3.589 0.224
H -0.349 4.704 1.237
H 0.410 3.737 -0.020
H -1.335 4.935 -1.635
H -2.230 7.174 -0.849
H -1.675 6.754 0.781
H -5.124 5.831 0.735
H -4.546 7.285 -0.023
H -3.974 6.837 1.572
H 0.366 6.936 -1.482
H 0.714 6.445 -0.053
C 5.070 0.913 0.066
C 4.321 1.136 -1.296
C 3.651 2.489 -1.367
O 3.039 2.647 -2.655
C 2.330 3.828 -2.854
N 5.330 1.092 -2.330
H 4.484 1.276 0.910
H 6.086 1.307 0.108
H 5.152 -0.166 0.196
H 3.545 0.409 -1.534
H 4.319 3.341 -1.240
H 2.988 2.531 -0.503
H 1.397 3.873 -2.291
H 2.069 4.112 -3.873
H 2.973 4.620 -2.468
H 6.045 1.789 -2.171
H 4.941 1.337 -3.229
C -1.729 -3.418 4.350
C -1.374 -2.522 3.174
C -2.630 -1.896 2.511
O -2.193 -1.118 1.416
C -3.268 -0.659 0.570
N -0.361 -1.607 3.671
H -2.278 -2.846 5.098
H -0.869 -3.922 4.791
H -2.422 -4.222 4.101
H -0.938 -3.116 2.370
H -3.079 -1.171 3.191
H -3.351 -2.672 2.252
H -3.779 -1.550 0.205
H -2.835 -0.166 -0.300
H -3.844 0.150 1.020
H -0.079 -1.112 2.837
H 0.431 -2.212 3.837
C 3.280 1.485 3.769
C 2.453 0.208 3.732
C 3.305 -1.079 3.951
O 2.537 -2.276 3.829
C 3.072 -3.416 4.585
N 1.488 0.311 4.865
H 2.661 2.339 3.493
H 4.117 1.385 3.078
H 3.652 1.809 4.740
H 1.909 0.220 2.788
H 3.826 -1.042 4.907
H 4.156 -1.137 3.273
H 2.298 -4.179 4.504
H 3.154 -3.254 5.660
H 4.027 -3.754 4.183
H 0.835 1.071 4.733
H 0.830 -0.454 4.896
C -1.130 3.004 -4.325
C -0.318 2.993 -5.641
C 0.675 1.889 -5.738
O -1.288 2.855 -6.704
H -0.515 2.996 -3.425
H -1.767 2.120 -4.301
H -1.885 3.783 -4.223
H 0.283 3.892 -5.775
H 1.282 1.930 -4.833
H 1.290 2.018 -6.628
H 0.180 0.918 -5.749
H -0.867 2.969 -7.559
C -0.137 -0.951 -1.976
C 0.635 -0.667 -0.682
C 0.537 0.867 -0.296
O 0.145 -1.419 0.362
H -0.211 -0.047 -2.580
H -1.141 -1.314 -1.755
H 0.443 -1.690 -2.530
H 1.705 -0.853 -0.775
H 1.316 1.213 0.383
H -0.480 1.123 0.000
H 0.673 1.547 -1.137
H -0.716 -1.063 0.593

## Properties
- DFT total energy: -73482.056 eV
- SMILES: COC[C@H](C)N.COC[C@H](C)N.COC[C@H](C)N.COC[C@H](C)N.COC[C@H](C)N.COC[C@H](C)N.COC[C@H](C)N.COC[C@H](C)N.CC(C)O.CC(C)O
- E_HOMO: -0.3055 Eh
- LUMO energy: 0.54 eV
- HOMO-LUMO gap: 8.9 eV
- Energy relative to the best compared isomer or geometry (same formula, charge and spin): 1.108 eV

Mulliken population analysis, charges in e, atoms 1 to 6: number 1, C, carries -0.99; number 2, C, carries 0.36; number 3, C, carries -0.96; number 4, O, carries -0.20; number 5, C, carries -0.56; number 6, N, carries -0.78



> Among the records above, which one has the highest DFT total energy?

C38H104N8O10



> Which formula does entry 1 have?

C37H98FeO13